# 1
The molecule C4H8ClNO in a non-equilibrium geometry. Source: OMol25; level of theory: ωB97M-V/def2-TZVPD.

```
! wB97M-V def2-TZVPD RIJCOSX def2/J DEFGRID3
* xyz 0 1
N 0.87153 1.72410 -0.96332
C 1.05231 1.08282 0.35443
C -0.29737 0.60026 0.96984
C -0.97822 -0.47631 0.71004
Cl -2.36479 -0.95433 1.67005
C -0.63207 -1.66917 -0.17898
O 0.35588 -1.19073 -1.09547
H 0.45206 2.66734 -0.84931
H 0.29769 1.16558 -1.57885
H 1.43658 1.82184 1.02226
H 1.74357 0.28194 0.27841
H -0.67899 1.34288 1.81779
H -1.48967 -2.00311 -0.80482
H -0.25661 -2.49357 0.39844
H 0.48810 -1.89951 -1.75050
*
```

## Properties
SMILES = NC/C=C(/Cl)CO
relative energy (zero: lowest compared OMol25 entry of this formula, charge and spin) = 30.1 kcal/mol
electronic energy = -20336.4476 eV

# 2
The molecule C4H6OS in a non-equilibrium geometry. Source: OMol25; level of theory: ωB97M-V/def2-TZVPD.

```
! wB97M-V def2-TZVPD RIJCOSX def2/J DEFGRID3
* xyz 0 1
C -0.74571 -0.36090 -1.61628
C -0.07002 0.17609 -0.60207
C -0.33085 1.51432 -0.02684
S -1.64078 2.42876 -0.25354
O 1.03065 -0.47027 -0.07569
C 0.85213 -0.91205 1.26456
H -1.55311 0.18924 -2.06790
H -0.44969 -1.32690 -2.00417
H 0.47894 1.86651 0.59038
H 1.78785 -1.32491 1.55047
H 0.05238 -1.68488 1.31877
H 0.58821 -0.09499 1.92230
*
```

## Properties
SMILES = C=C(C=S)OC
relative energy (zero: lowest compared OMol25 entry of this formula, charge and spin) = 47.2 kcal/mol
electronic energy = -17126.0815 eV

# 3
The molecule C15H12O4S in a non-equilibrium geometry. Source: OMol25; level of theory: ωB97M-V/def2-TZVPD.

```
! wB97M-V def2-TZVPD RIJCOSX def2/J DEFGRID3
* xyz 0 1
C 3.56123 1.19186 -0.66239
S 3.08714 -0.28315 0.27438
C 1.42497 -0.02399 0.87564
C 0.50177 -0.90535 0.46889
C 0.85263 -2.01109 -0.52850
C 0.18274 -2.06257 -1.79707
C -0.62104 -0.94595 -2.38710
C 0.24448 -3.34487 -2.65695
O -0.24594 -3.42841 -3.78306
O 0.90255 -4.38384 -2.15359
C -0.92955 -0.81860 0.96989
O -1.78959 -1.74605 0.82753
C -1.37930 0.53386 1.44711
C -2.76144 0.81961 1.71501
C -3.14219 2.16182 2.11746
C -2.22674 3.16302 2.35023
C -0.87866 2.89615 2.04298
C -0.40764 1.57785 1.63503
C 1.04151 1.24575 1.52352
O 1.90137 1.80973 2.19847
H 4.63813 1.15629 -0.84765
H 3.04830 1.27853 -1.61307
H 3.47306 2.02078 -0.01042
H 1.41159 -2.92524 -0.22777
H -0.15307 0.03482 -2.15016
H -0.55823 -1.09603 -3.45794
H -1.63037 -0.97414 -1.96373
H 1.04380 -5.04169 -2.79960
H -3.51348 0.03873 1.59330
H -4.27627 2.27553 2.21062
H -2.62253 4.10569 2.67917
H -0.17922 3.68095 2.10974
*
```

## Properties
SMILES = CSC1=C(/C=C(\C)C(=O)O)C(=O)c2ccccc2C1=O
electronic energy = -34772.9918 eV

Number 1: orbital gap 9.49 eV, E_LUMO 0.62 eV, HOMO energy -8.87 eV. Number 2: orbital gap 8.07 eV, E_LUMO -0.82 eV, HOMO energy -8.90 eV. Number 3: orbital gap 7.37 eV, E_LUMO -1.61 eV, HOMO energy -8.98 eV.